51
Properties=species:S:1:pos:R:3 method="wB97M-V/def2-TZVPD" homo_lumo_gap_ev="4.2 / 4.2" spin_multiplicity=2 charge=+2
Yb 9.99598 9.16709 9.46286
O 9.17124 6.68299 13.19027
C 9.49878 7.56259 12.19987
O 8.92346 7.72513 11.12089
C 10.72395 8.38511 12.53658
C 11.53858 8.11128 13.62003
C 12.75875 8.75014 13.65402
C 13.12252 9.72270 12.72656
C 12.22825 9.94799 11.67676
N 10.96359 9.41013 11.67705
C 12.57608 10.71553 10.44858
O 13.74953 11.34692 10.58451
O 11.90149 10.83079 9.41171
H 8.70820 5.89486 12.86760
H 11.15279 7.43352 14.39759
H 13.45824 8.62760 14.50987
H 14.08297 10.23411 12.90624
H 14.01662 11.63600 11.50702
C 8.53778 5.96040 8.24661
C 7.82561 7.09564 7.51194
C 6.80561 6.94653 6.60697
C 6.15400 8.03844 6.15682
C 6.67173 9.33174 6.42009
C 6.05114 10.48026 5.89618
Br 4.57994 10.32936 4.70017
C 6.51898 11.72577 6.23145
C 7.40436 11.90962 7.27004
Br 7.82287 13.64165 7.76247
C 8.10952 10.77208 7.84325
O 8.98566 10.98904 8.76734
C 7.68012 9.43256 7.39460
N 8.22555 8.27599 7.94971
H 8.45238 5.00596 7.66281
H 8.04286 5.77577 9.19486
H 9.64671 6.10863 8.33935
H 6.60716 5.93614 6.17928
H 5.15893 8.04825 5.69370
H 6.09675 12.62142 5.70029
N 12.88191 7.02282 10.13932
C 12.95486 7.82382 9.06156
C 14.24922 8.23150 8.60037
C 14.34273 8.81637 7.36485
C 13.18291 9.20180 6.73320
C 11.99376 8.75631 7.21840
N 11.86025 8.09857 8.35443
H 13.72585 6.42428 10.40877
H 12.04142 6.48722 10.18541
H 15.11874 7.98937 9.17780
H 15.26840 9.01453 6.90883
H 13.19474 9.88892 5.90093
H 11.11101 8.96937 6.67643

45
Properties=species:S:1:pos:R:3 method="wB97M-V/def2-TZVPD" homo_lumo_gap_ev=8.8 de_lowest_ev=0.288 smiles="Cc1ccc(N2C(=O)c3ccccc3N[C@]2(C(=O)O)c2ccccc2)cc1Cl"
C 2.43132 -5.04389 2.33510
C 1.92060 -3.74926 1.78858
C 2.24000 -3.32349 0.50560
C 1.77149 -2.12560 0.00336
C 0.94217 -1.32521 0.77948
C 0.61317 -1.72094 2.06784
C 1.10732 -2.91799 2.55381
Cl 0.68265 -3.39041 4.16083
H -0.00285 -1.09269 2.69009
N 0.48255 -0.08713 0.27607
C 0.80065 1.08390 0.93857
O 1.19851 1.09073 2.08389
C 0.74475 2.29512 0.09464
C 0.91542 3.54918 0.67030
C 1.06049 4.66995 -0.12294
C 1.07551 4.53717 -1.50466
C 0.90829 3.29965 -2.09517
C 0.71772 2.17195 -1.30280
N 0.52937 0.91279 -1.83416
H 0.38815 0.83178 -2.82902
C -0.22465 0.02668 -0.98780
C -1.65685 0.52913 -0.70879
C -2.26980 1.46578 -1.52801
C -3.55260 1.90077 -1.24203
C -4.23345 1.39423 -0.14938
C -3.63086 0.44174 0.65555
C -2.34852 0.00682 0.37661
H -1.88255 -0.74569 0.99279
H -4.16027 0.03451 1.50339
H -5.23341 1.73638 0.07092
H -4.01857 2.63749 -1.87911
H -1.75439 1.86912 -2.38640
C -0.50411 -1.31821 -1.65101
O -0.90326 -2.29775 -1.08805
O -0.37032 -1.25194 -2.98148
H -0.63215 -2.09727 -3.38156
H 0.91574 3.19789 -3.17127
H 1.21126 5.40869 -2.12807
H 1.18071 5.64288 0.32759
H 0.94310 3.61410 1.74718
H 2.05005 -1.80504 -0.99042
H 2.87864 -3.94245 -0.10734
H 3.01981 -4.86736 3.23459
H 3.04996 -5.55522 1.60284
H 1.59922 -5.69088 2.60984

51
Properties=species:S:1:pos:R:3 method="wB97M-V/def2-TZVPD" homo_lumo_gap_ev="4.1 / 5.9" spin_multiplicity=2 charge=-1
Hg -2.71205 0.92161 -0.37308
C 0.53180 2.82568 -1.72558
C -0.79868 2.91067 -2.37423
N -1.87587 2.28484 -1.94965
C -2.90815 2.60103 -2.79917
C -2.42212 3.45830 -3.77997
N -1.08295 3.62907 -3.47825
C -2.99269 4.13112 -4.94553
O -4.27931 3.94843 -5.18087
O -2.27994 4.82716 -5.65482
C -4.26695 2.03926 -2.57306
O -5.18290 2.36995 -3.34090
O -4.40439 1.23844 -1.59591
H 0.44682 2.18758 -0.84634
H 0.87090 3.81482 -1.41929
H 1.26694 2.40171 -2.40987
H -0.48317 4.21898 -4.03364
H -4.71559 3.34014 -4.48933
C 4.79497 -0.33770 -0.66311
O 4.84019 -1.60688 -0.07264
C 3.94789 -1.89815 0.93692
C 3.20242 -0.96922 1.65241
C 2.30573 -1.39446 2.61174
C 2.13712 -2.75720 2.90337
C 2.94747 -3.67960 2.22072
C 3.81773 -3.25199 1.24731
N 1.33174 -3.22979 3.91358
N 0.24121 -2.70047 4.27400
C -0.49084 -1.81782 3.53895
C -1.13183 -0.78436 4.23638
C -1.75014 0.25705 3.57940
C -1.85623 0.28734 2.18386
O -2.39719 1.32458 1.55675
C -1.40565 -0.85549 1.46929
N -1.68485 -0.91092 0.12675
C -1.32068 -1.98996 -0.56822
C -0.68467 -3.06948 0.01083
C -0.37765 -3.03720 1.36523
C -0.71250 -1.91246 2.12575
H 5.38453 -0.42911 -1.57428
H 5.23993 0.43425 -0.02575
H 3.77370 -0.04183 -0.92185
H 3.29652 0.09024 1.46508
H 1.72642 -0.66342 3.16179
H 2.84570 -4.73086 2.45373
H 4.41769 -3.95301 0.69094
H -1.05239 -0.79421 5.31399
H -2.16079 1.08805 4.13256
H -1.57514 -1.98823 -1.62326
H -0.44432 -3.93280 -0.58910
H 0.08224 -3.89370 1.83640